[1]
45
Properties=species:S:1:pos:R:3:forces:R:3:mulliken_spin:R:1 method="wB97M-V/def2-TZVPD" total_charge=-1 largest_force_ev_per_a=1.4 multiplicity=4 lumo_energy_ev="2.476 / 2.417" s_squared=3.848 homo_lumo_gap_ev="6.72 / 6.68" total_energy_ev=-121016.9256
H 3.2838 -0.3691 2.2120 0.0 0.0 0.0 0.000
S 1.2905 2.2752 -0.2143 0.0 0.1 0.1 0.025
S -3.4506 -0.1301 0.4448 0.2 -0.1 0.0 -0.100
H -3.0787 4.4322 -0.8427 0.0 0.0 0.0 0.000
C 0.7758 -4.4722 -3.2425 0.0 0.0 0.0 0.001
H -1.1221 -4.5989 -2.2418 0.1 0.1 0.0 0.000
C -0.2788 -3.9648 -2.5051 0.0 0.0 0.0 -0.003
C 1.3416 -0.1256 1.3618 0.0 0.0 -0.1 0.023
O -3.3805 1.4599 2.8919 0.0 0.1 -0.2 0.001
C -2.1037 4.4934 -0.3739 0.0 0.0 0.0 0.006
C 0.7650 -1.7454 -2.4229 0.0 -0.1 -0.1 0.003
S -1.7265 2.1023 -1.6523 0.1 0.3 0.2 -0.063
S 0.7595 -0.0645 -1.9699 -0.1 -0.5 -0.1 -0.061
H 1.3366 4.6549 1.3256 0.0 0.0 0.0 -0.002
C 2.3931 -0.8789 1.8694 0.0 0.2 0.1 -0.006
H 2.4549 1.6192 1.7817 0.0 0.0 0.0 -0.001
C -1.2107 3.4347 -0.5939 0.1 -0.1 0.1 0.017
H 3.1255 -2.8437 2.3032 0.0 0.0 0.0 0.000
H 0.7786 -5.5079 -3.5606 0.0 0.0 0.0 0.000
C -1.1632 -2.6709 0.4826 0.1 0.1 0.0 0.015
C 2.2992 -2.2539 1.9233 0.2 -0.1 0.1 0.006
C -0.2704 -2.6323 -2.0935 0.1 -0.1 -0.1 0.005
H -2.5211 6.3542 0.5961 0.0 0.0 0.0 0.000
H -0.3016 6.4729 1.7152 0.0 0.0 0.0 0.000
C 1.8262 -3.6157 -3.5790 0.0 0.1 0.0 -0.001
H -1.9670 -2.3680 1.1580 0.0 0.0 0.0 0.004
Cr -1.1443 0.2429 -0.2689 -0.4 1.0 -0.9 3.237
H 2.6433 -1.6365 -3.4563 0.0 0.0 0.0 0.001
S -1.6331 -2.0211 -1.1543 -0.2 -0.2 0.2 -0.034
N 0.2452 -0.7494 0.8947 0.4 -0.2 0.4 -0.048
O -1.9273 -0.5013 2.8325 -0.1 0.2 -0.1 0.006
H -1.1050 -3.7547 0.4225 0.0 0.0 0.0 0.002
H 2.6588 -3.9944 -4.1629 0.0 0.0 0.0 0.000
C 1.8226 -2.2905 -3.1848 -0.1 0.0 0.0 -0.003
O -1.4395 1.4087 1.3825 0.0 -0.4 0.0 -0.005
S -2.5298 0.6099 2.1033 0.3 0.0 0.4 0.007
C -1.7888 5.5692 0.4408 0.0 -0.1 -0.1 0.004
C 0.3565 4.6136 0.8638 -0.1 -0.1 -0.1 0.002
H 0.7142 1.7999 2.0498 -0.2 0.0 0.1 0.007
C 0.1335 -2.0806 0.9701 -0.1 0.0 -0.1 -0.015
H 1.0314 -3.9470 1.5024 0.0 0.1 0.0 0.001
C -0.5529 5.6371 1.0720 0.0 -0.1 0.0 -0.006
C 0.0436 3.5188 0.0524 -0.1 0.1 0.2 -0.024
C 1.4681 1.3895 1.3876 -0.2 -0.1 -0.2 0.003
C 1.1478 -2.8708 1.4792 -0.1 -0.1 0.0 -0.002

***

[2]
40
Properties=species:S:1:pos:R:3:forces:R:3:lowdin_charge:R:1 method="wB97M-V/def2-TZVPD" total_charge=0 largest_force_ev_per_a=4.5 multiplicity=1 lumo_energy_ev=-0.245 homo_lumo_gap_ev=7.26 total_energy_ev=-33126.3105
C -0.1783 -3.0689 2.9329 -0.3 -0.1 0.1 -0.014
F 3.5050 -0.8924 -4.6943 0.2 0.7 1.2 0.152
H -0.5702 -3.1491 6.3057 0.1 0.2 -0.2 0.100
C -0.2823 -1.6826 2.6933 0.3 -0.3 0.3 -0.248
N -0.1754 -1.2098 1.4107 -0.1 0.6 -2.6 0.154
C 3.1132 -0.6918 -3.4162 -1.3 -1.6 0.8 -0.542
C 0.8347 0.0046 -3.6644 -0.6 1.7 -1.6 -0.207
C -0.9091 2.2554 1.5666 1.8 -0.3 0.1 -0.132
C -0.2873 -3.6106 4.2053 -0.1 1.0 0.5 -0.085
H 0.0722 2.7455 1.7328 -0.4 0.2 0.0 0.130
C -0.4374 -0.8281 3.7606 -0.5 -1.1 1.4 -0.167
N -0.8087 0.9124 2.1410 -0.5 0.2 -0.8 -0.037
C -0.4807 0.6413 3.5646 -0.9 0.3 -1.6 -0.070
H -0.0762 -3.6957 2.0656 0.1 -0.2 -0.2 0.102
C -0.5139 0.6670 -0.1492 1.2 -0.7 -3.3 -0.129
H -0.1770 1.8149 -6.3848 0.1 -0.2 -0.1 0.103
C -0.0131 0.0548 -1.2889 -1.0 1.7 1.3 0.075
H -1.8730 2.5443 -4.8361 0.6 -0.2 0.5 0.112
C -0.9931 1.4791 -3.1265 -0.3 0.4 -0.9 -0.026
H -1.7571 1.8297 -2.4485 0.1 0.0 0.1 0.100
F 3.4177 0.5536 -2.9779 -0.4 -1.5 -0.9 0.170
H -0.2310 -4.6618 4.4365 0.0 -0.2 -0.4 0.095
C -0.4737 -2.7430 5.2987 0.2 -0.1 -0.6 -0.093
H -0.5568 2.8119 -0.5472 -0.4 -0.4 0.3 0.133
C -1.0787 2.0407 0.0544 0.7 0.1 0.1 -0.111
H 0.4606 -0.8904 -1.1518 0.1 -0.6 0.2 0.108
H -1.6701 2.8423 2.0161 -0.8 0.5 0.4 0.106
C -0.4768 0.0298 1.1280 0.6 -2.4 3.8 -0.266
C -0.5140 -1.3828 5.0486 0.0 0.6 -0.1 -0.051
H 0.5007 1.0126 3.7838 0.7 0.8 0.3 0.121
C 0.8174 0.4614 -5.0183 -0.3 -0.1 1.0 0.015
H -0.5766 -0.6664 5.8557 -0.2 -0.1 0.3 0.106
C -0.0335 0.5697 -2.6822 0.5 -0.9 -0.1 -0.118
O 1.7011 -1.0114 -3.3492 2.9 0.4 1.0 0.071
H -2.1157 2.0140 -0.2037 -0.8 0.3 -0.2 0.109
H 1.5061 0.0511 -5.7814 -0.5 0.2 0.8 0.126
C -1.0579 1.9025 -4.4642 -0.2 -0.2 0.5 -0.075
F 3.7756 -1.6057 -2.6156 -1.2 1.6 -1.4 0.132
C -0.1284 1.4260 -5.3758 0.2 -0.1 0.0 -0.087
H -1.2584 1.1262 4.1752 0.5 -0.1 0.0 0.135

***

[3]
47
Properties=species:S:1:pos:R:3:forces:R:3:mulliken_spin:R:1 method="wB97M-V/def2-TZVPD" de_lowest_kj_mol=0.0 total_charge=+1 largest_force_ev_per_a=0.1 multiplicity=5 lumo_energy_ev="-3.950 / -6.832" s_squared=6.043 homo_lumo_gap_ev="8.03 / 5.12" total_energy_ev=-75131.1870
C 1.9322 -0.1365 -0.7397 -0.1 0.0 0.0 0.027
C -6.6114 -0.1052 -1.5747 0.0 0.0 0.0 -0.031
H -0.2181 1.8742 4.2612 0.0 0.0 0.0 0.000
H 6.4697 0.3552 -0.0321 0.0 0.0 0.0 0.000
N 0.5833 0.5395 -4.8121 0.0 0.0 0.0 0.165
C -1.0241 1.5659 3.5978 0.0 0.0 0.0 0.006
C 3.3179 -0.0095 -1.2114 0.0 0.0 0.0 -0.003
H 1.1844 -1.1751 3.9654 0.0 0.0 0.0 0.000
S -1.2694 -1.3568 -3.7896 0.0 0.0 -0.1 0.298
H -1.7036 -0.1943 2.5429 0.0 0.0 0.0 -0.004
H 2.7989 1.1353 2.7543 0.0 0.0 0.0 0.000
H 1.9555 1.1819 4.3107 0.0 0.0 0.0 0.000
S -2.8734 1.0141 -2.3530 0.0 0.0 0.0 0.588
H -1.0479 2.2450 2.7456 0.0 0.0 0.0 -0.002
C -5.1782 -1.8855 -0.7727 0.0 0.0 0.0 -0.013
H 2.1099 -1.2730 2.4730 0.0 0.0 0.0 0.000
F -5.0451 -3.0672 -0.1977 0.0 0.0 0.0 -0.003
C -5.4979 0.5934 -1.9894 -0.1 0.0 0.0 0.112
F -7.5039 -2.0173 -0.5684 0.0 0.0 0.0 0.019
C -0.8562 0.1211 3.1498 0.0 0.0 0.0 0.003
C 1.5619 -0.5971 3.1238 0.0 0.0 0.0 0.000
H -1.9640 1.6701 4.1394 0.0 0.0 0.0 0.000
H 5.0959 0.1717 -4.0844 0.0 0.0 0.0 0.000
Ru -0.8637 -0.1127 -1.8327 -0.1 0.1 0.1 2.451
O 1.0517 -0.4451 -1.6344 0.1 0.0 0.0 0.108
C 4.8877 0.1513 -3.0235 0.0 0.0 0.0 -0.001
H 6.9404 0.3885 -2.4568 0.0 0.0 0.0 0.000
F -7.8216 0.3896 -1.7491 0.0 0.0 0.0 -0.004
C 5.6595 0.2599 -0.7421 0.0 0.0 0.0 0.000
S -0.9534 0.7737 0.2687 0.0 0.0 0.0 0.105
N 0.3773 -0.1143 2.3842 0.0 0.0 0.0 0.018
H -0.8150 -0.5424 4.0113 0.0 0.0 0.0 0.001
H 3.3376 0.1139 4.0927 0.0 0.0 0.0 0.000
C -4.0822 -1.1752 -1.1898 0.0 -0.1 0.0 0.068
C 5.9227 0.2765 -2.1070 0.0 0.0 0.0 0.002
C 2.4622 0.5337 3.5974 0.0 0.0 0.0 0.002
H 2.7743 -0.0822 -3.2912 0.0 0.0 0.0 -0.007
H 4.1417 0.1029 0.7664 0.0 0.0 0.0 0.001
C 4.3605 0.1201 -0.2921 0.0 0.0 0.0 -0.002
C 3.5844 0.0040 -2.5810 0.0 0.0 0.0 0.003
F -2.8740 -1.7214 -1.0143 0.0 0.0 0.0 0.018
C 0.4861 0.1495 1.0931 0.0 0.0 0.0 -0.025
C -6.4519 -1.3448 -0.9653 0.0 0.0 0.0 0.141
F -5.6591 1.7672 -2.5661 0.0 0.0 0.0 0.013
N 1.6843 0.0293 0.5356 0.0 0.0 0.0 0.029
C -0.1697 -0.2556 -4.4379 0.0 0.0 0.0 -0.060
C -4.1961 0.0838 -1.8047 0.1 0.0 0.0 -0.021

***

> Which value of multiplicity does entry 1 give?

4

***

> Among the records above, which one has the highest multiplicity?

C19H15F5N3ORuS3

***

Repeat the first record exactly.
45
Properties=species:S:1:pos:R:3:forces:R:3:mulliken_spin:R:1 method="wB97M-V/def2-TZVPD" total_charge=-1 largest_force_ev_per_a=1.4 multiplicity=4 lumo_energy_ev="2.476 / 2.417" s_squared=3.848 homo_lumo_gap_ev="6.72 / 6.68" total_energy_ev=-121016.9256
H 3.2838 -0.3691 2.2120 0.0 0.0 0.0 0.000
S 1.2905 2.2752 -0.2143 0.0 0.1 0.1 0.025
S -3.4506 -0.1301 0.4448 0.2 -0.1 0.0 -0.100
H -3.0787 4.4322 -0.8427 0.0 0.0 0.0 0.000
C 0.7758 -4.4722 -3.2425 0.0 0.0 0.0 0.001
H -1.1221 -4.5989 -2.2418 0.1 0.1 0.0 0.000
C -0.2788 -3.9648 -2.5051 0.0 0.0 0.0 -0.003
C 1.3416 -0.1256 1.3618 0.0 0.0 -0.1 0.023
O -3.3805 1.4599 2.8919 0.0 0.1 -0.2 0.001
C -2.1037 4.4934 -0.3739 0.0 0.0 0.0 0.006
C 0.7650 -1.7454 -2.4229 0.0 -0.1 -0.1 0.003
S -1.7265 2.1023 -1.6523 0.1 0.3 0.2 -0.063
S 0.7595 -0.0645 -1.9699 -0.1 -0.5 -0.1 -0.061
H 1.3366 4.6549 1.3256 0.0 0.0 0.0 -0.002
C 2.3931 -0.8789 1.8694 0.0 0.2 0.1 -0.006
H 2.4549 1.6192 1.7817 0.0 0.0 0.0 -0.001
C -1.2107 3.4347 -0.5939 0.1 -0.1 0.1 0.017
H 3.1255 -2.8437 2.3032 0.0 0.0 0.0 0.000
H 0.7786 -5.5079 -3.5606 0.0 0.0 0.0 0.000
C -1.1632 -2.6709 0.4826 0.1 0.1 0.0 0.015
C 2.2992 -2.2539 1.9233 0.2 -0.1 0.1 0.006
C -0.2704 -2.6323 -2.0935 0.1 -0.1 -0.1 0.005
H -2.5211 6.3542 0.5961 0.0 0.0 0.0 0.000
H -0.3016 6.4729 1.7152 0.0 0.0 0.0 0.000
C 1.8262 -3.6157 -3.5790 0.0 0.1 0.0 -0.001
H -1.9670 -2.3680 1.1580 0.0 0.0 0.0 0.004
Cr -1.1443 0.2429 -0.2689 -0.4 1.0 -0.9 3.237
H 2.6433 -1.6365 -3.4563 0.0 0.0 0.0 0.001
S -1.6331 -2.0211 -1.1543 -0.2 -0.2 0.2 -0.034
N 0.2452 -0.7494 0.8947 0.4 -0.2 0.4 -0.048
O -1.9273 -0.5013 2.8325 -0.1 0.2 -0.1 0.006
H -1.1050 -3.7547 0.4225 0.0 0.0 0.0 0.002
H 2.6588 -3.9944 -4.1629 0.0 0.0 0.0 0.000
C 1.8226 -2.2905 -3.1848 -0.1 0.0 0.0 -0.003
O -1.4395 1.4087 1.3825 0.0 -0.4 0.0 -0.005
S -2.5298 0.6099 2.1033 0.3 0.0 0.4 0.007
C -1.7888 5.5692 0.4408 0.0 -0.1 -0.1 0.004
C 0.3565 4.6136 0.8638 -0.1 -0.1 -0.1 0.002
H 0.7142 1.7999 2.0498 -0.2 0.0 0.1 0.007
C 0.1335 -2.0806 0.9701 -0.1 0.0 -0.1 -0.015
H 1.0314 -3.9470 1.5024 0.0 0.1 0.0 0.001
C -0.5529 5.6371 1.0720 0.0 -0.1 0.0 -0.006
C 0.0436 3.5188 0.0524 -0.1 0.1 0.2 -0.024
C 1.4681 1.3895 1.3876 -0.2 -0.1 -0.2 0.003
C 1.1478 -2.8708 1.4792 -0.1 -0.1 0.0 -0.002

***

> Which of these has the highest multiplicity?

C19H15F5N3ORuS3